Entry w
Computed, not measured: the ion C6H12NO with charge +1, with ωB97M-V with the def2-TZVPD basis set.

Positions of all 20 atoms, in Å:
C (-1.059, 0.813, 1.477)
C (-0.661, -0.279, 0.671)
C (-0.601, -1.859, 0.865)
N (-0.335, 0.145, -0.535)
C (-0.019, -0.750, -1.710)
C (0.447, 1.306, -0.803)
C (1.678, 1.116, 0.156)
O (1.947, 0.178, 0.815)
H (-0.636, 1.762, 1.015)
H (-0.850, 0.916, 2.519)
H (-2.149, 0.798, 1.580)
H (0.198, -2.101, 0.226)
H (-1.532, -2.371, 0.686)
H (-0.121, -1.953, 1.905)
H (-0.818, -1.468, -1.897)
H (0.983, -1.225, -1.727)
H (0.030, -0.251, -2.772)
H (0.271, 2.319, -0.944)
H (0.792, 0.909, -1.684)
H (2.435, 1.995, 0.157)

**SMILES**: CC(C)=[N+](C)CC=O
**Gap between HOMO and LUMO**: 10.160 eV
**Total charge**: +1
**2S+1**: 1

=====

Entry x
Computed, not measured: a cluster of 2 separate species, C6H12NO in total, with ωB97M-V with the def2-TZVPD basis set.

Positions of all 20 atoms, in Å:
O (-0.967, -0.669, 0.819)
C (-1.566, -0.487, -0.224)
C (-1.343, 0.505, -1.240)
C (-0.185, 1.384, -1.240)
C (1.104, 0.710, -0.774)
C (2.284, 1.263, -0.433)
C (3.476, 0.413, -0.182)
N (-2.517, -2.530, 2.511)
H (-2.471, -1.089, -0.376)
H (-2.016, 0.532, -2.084)
H (-0.052, 2.020, -2.107)
H (-0.399, 1.990, -0.306)
H (1.008, -0.364, -0.665)
H (2.374, 2.289, -0.804)
H (3.244, -0.623, 0.069)
H (4.005, 0.334, -1.157)
H (4.185, 0.889, 0.473)
H (-3.501, -2.655, 2.616)
H (-2.043, -1.737, 2.142)
H (-1.953, -3.253, 2.889)

**Gap between HOMO and LUMO**: 3.525 eV
**Total charge**: +1
**2S+1**: 1

=====

What is the stability order? It is entry w, entry x, from most stable to least stable.

=====

Entry w
Computed, not measured: a structure of composition C6H12NO, with ωB97M-V with the def2-TZVPD basis set.

Positions of all 20 atoms, in Å:
C (1.477, 1.613, 0.323)
C (0.291, 1.293, -0.615)
C (0.266, -0.512, 1.364)
C (1.982, 0.137, 0.346)
C (-2.212, -1.062, -0.347)
C (-0.770, -0.971, -0.998)
N (0.153, -0.150, -0.110)
O (1.684, -0.598, 1.429)
H (2.163, 2.330, -0.090)
H (1.152, 1.953, 1.272)
H (-0.677, 1.774, -0.277)
H (0.603, 1.344, -1.669)
H (-0.052, 0.340, 2.043)
H (-0.162, -1.553, 1.555)
H (2.887, -0.093, -0.227)
H (-2.669, -0.447, -1.099)
H (-2.625, -2.118, -0.470)
H (-2.237, -0.579, 0.656)
H (-0.797, -0.643, -2.009)
H (-0.456, -2.057, -1.075)

**Gap between HOMO and LUMO**: 10.109 eV
**Total charge**: +1
**2S+1**: 1

=====

Entry x
Computed, not measured: the ion C6H12NO with charge +1, with ωB97M-V with the def2-TZVPD basis set.

Positions of all 20 atoms, in Å:
N (2.223, 0.065, 1.268)
C (2.567, -0.536, -0.118)
C (1.583, 0.206, -1.163)
C (0.285, 0.259, -0.465)
C (-1.069, -0.104, -0.648)
C (-2.170, 0.420, 0.072)
C (-3.421, 0.040, -0.253)
O (-4.624, 0.294, 0.357)
H (2.474, 1.036, 1.402)
H (2.511, -0.599, 2.051)
H (1.105, 0.035, 1.335)
H (3.654, -0.335, -0.232)
H (2.257, -1.618, 0.140)
H (2.026, 1.234, -1.089)
H (1.712, -0.147, -2.251)
H (-0.008, -0.723, 0.214)
H (-1.364, -0.927, -1.296)
H (-1.936, 1.259, 0.703)
H (-3.563, -0.539, -1.180)
H (-4.243, 0.682, 1.153)

**SMILES**: [NH3+]CC/C=C/C=C/O
**Gap between HOMO and LUMO**: 7.428 eV
**Total charge**: +1
**2S+1**: 1

=====

What is the stability order? It is entry w, entry x, from most stable to least stable.

=====

Entry w
Computed, not measured: a structure of composition C6H12NO, with ωB97M-V with the def2-TZVPD basis set.

Positions of all 20 atoms, in Å:
C (-1.708, 0.485, -0.189)
C (-0.271, 1.809, 0.373)
C (-0.516, -0.356, -0.219)
C (-0.465, -0.894, 1.223)
C (-0.372, -1.602, -1.217)
C (1.840, 0.713, -0.036)
N (0.477, 0.813, -0.416)
O (-2.859, 0.577, -0.160)
H (-0.501, 2.795, 0.034)
H (-0.396, 1.492, 1.431)
H (-1.291, -1.202, 1.772)
H (0.129, -0.249, 1.764)
H (0.085, -1.866, 1.123)
H (-1.213, -2.225, -0.983)
H (0.578, -2.092, -1.021)
H (-0.595, -1.229, -2.348)
H (2.362, 1.675, 0.129)
H (1.997, 0.201, 0.961)
H (2.442, 0.135, -0.796)
H (0.276, 1.021, -1.423)

**Gap between HOMO and LUMO**: 9.422 eV
**Total charge**: +1
**2S+1**: 1

=====

Entry x
Computed, not measured: the ion C6H12NO with charge +1, with ωB97M-V with the def2-TZVPD basis set.

Positions of all 20 atoms, in Å:
C (-1.955, 0.922, -2.273)
C (-2.012, 0.817, -0.936)
O (-0.879, 0.888, -0.136)
C (-0.343, -0.486, 0.289)
C (-1.087, -1.542, 0.042)
N (1.039, -0.402, 0.749)
C (2.083, -0.184, -0.227)
C (1.123, 0.634, 1.897)
H (-2.936, 1.029, -2.809)
H (-1.007, 1.054, -2.776)
H (-2.993, 0.901, -0.354)
H (-2.177, -1.616, 0.055)
H (-0.582, -2.537, 0.233)
H (1.213, -1.378, 1.039)
H (2.887, -0.754, 0.136)
H (1.647, -0.735, -1.066)
H (2.448, 0.789, -0.469)
H (0.811, 1.599, 1.593)
H (0.532, 0.261, 2.706)
H (2.190, 0.739, 2.308)

**SMILES**: C=COC(=C)[NH+](C)C
**Gap between HOMO and LUMO**: 10.054 eV
**Total charge**: +1
**2S+1**: 1

=====

Entry y
Computed, not measured: a cluster of 2 separate species, C6H12NO in total, with ωB97M-V with the def2-TZVPD basis set.

Positions of all 20 atoms, in Å:
C (-0.838, -2.025, 0.807)
C (-1.167, -0.756, 1.066)
C (0.285, -2.096, -0.182)
C (-0.331, 0.144, 0.316)
C (0.999, -0.277, -1.738)
C (-0.899, 2.341, 0.821)
N (0.721, -0.674, -0.346)
O (0.092, 1.369, 0.620)
H (-1.296, -2.908, 1.212)
H (-1.959, -0.413, 1.705)
H (1.108, -2.732, 0.149)
H (-0.079, -2.476, -1.143)
H (-1.728, 0.833, -1.082)
H (0.086, -0.375, -2.322)
H (1.326, 0.761, -1.766)
H (1.779, -0.911, -2.158)
H (-1.559, 2.293, -0.079)
H (-0.403, 3.305, 0.906)
H (-1.514, 2.146, 1.701)
H (1.583, -0.516, 0.191)

**Gap between HOMO and LUMO (spin up / spin down)**: 8.033 / 8.667 eV
**Total charge**: +1
**2S+1**: 1

=====

What is the stability order? It is entry x, entry w, entry y, from most stable to least stable.

=====

Entry w
Computed, not measured: a structure of composition C35H40N2O3PtSSb2, with ωB97M-V with the def2-TZVPD basis set.

Positions of all 84 atoms, in Å:
Pt (-0.146, -1.309, -0.549)
O (-1.590, 0.991, 1.104)
C (-1.917, 0.234, 2.264)
C (-1.826, -1.294, 2.005)
O (-2.028, -2.036, 2.954)
O (-1.607, -1.795, 0.820)
C (-0.968, 0.695, 3.391)
C (-0.683, 2.062, 3.441)
C (0.203, 2.581, 4.370)
C (0.833, 1.736, 5.274)
C (0.544, 0.382, 5.245)
C (-0.353, -0.138, 4.319)
C (-3.369, 0.614, 2.604)
C (-4.148, -0.136, 3.481)
C (-5.458, 0.234, 3.747)
C (-6.009, 1.363, 3.160)
C (-5.228, 2.134, 2.313)
C (-3.919, 1.762, 2.039)
H (-0.624, 0.990, 1.029)
H (-1.175, 2.728, 2.744)
H (0.402, 3.645, 4.387)
H (1.534, 2.132, 5.998)
H (1.023, -0.289, 5.947)
H (-0.579, -1.193, 4.324)
H (-3.730, -1.018, 3.943)
H (-6.052, -0.371, 4.420)
H (-7.035, 1.642, 3.365)
H (-5.634, 3.032, 1.864)
H (-3.317, 2.373, 1.383)
C (4.224, -1.492, -2.992)
Sb (2.204, -1.595, -2.301)
C (2.137, -3.722, -2.071)
C (1.266, -1.588, -4.240)
C (1.280, -0.225, -4.876)
C (2.409, 0.167, -5.597)
C (2.509, 1.419, -6.178)
C (1.460, 2.317, -6.042)
C (0.327, 1.937, -5.343)
C (0.206, 0.674, -4.761)
C (-1.073, 0.314, -4.071)
Sb (-1.159, 0.814, -1.972)
C (-3.270, 0.766, -1.893)
C (-0.813, 2.906, -2.182)
H (4.453, -0.487, -3.338)
H (4.324, -2.204, -3.811)
H (4.903, -1.757, -2.184)
H (2.366, -4.211, -3.018)
H (1.137, -4.010, -1.749)
H (2.856, -4.040, -1.315)
H (0.267, -1.988, -4.091)
H (1.843, -2.303, -4.830)
H (3.223, -0.542, -5.713)
H (3.392, 1.686, -6.744)
H (1.517, 3.300, -6.491)
H (-0.502, 2.630, -5.256)
H (-1.303, -0.747, -4.129)
H (-1.911, 0.861, -4.508)
H (-3.655, 1.555, -2.540)
H (-3.621, 0.904, -0.874)
H (-3.597, -0.208, -2.257)
H (-1.566, 3.297, -2.867)
H (0.182, 3.076, -2.589)
H (-0.901, 3.398, -1.215)
C (1.227, -3.154, 1.906)
C (2.046, -1.979, 2.310)
C (3.007, -2.088, 3.297)
C (3.763, -0.987, 3.677)
C (3.591, 0.264, 3.088)
C (2.643, 0.448, 2.111)
C (2.419, 1.774, 1.463)
C (1.851, -0.684, 1.693)
N (0.956, -0.474, 0.761)
H (1.698, -4.079, 2.235)
H (1.085, -3.191, 0.824)
H (0.224, -3.106, 2.341)
H (3.178, -3.047, 3.769)
H (4.505, -1.103, 4.458)
H (4.207, 1.097, 3.402)
H (3.132, 2.510, 1.831)
H (1.408, 2.128, 1.676)
H (2.509, 1.698, 0.378)
S (-2.687, -3.593, -3.875)
C (-1.832, -2.839, -2.736)
N (-1.184, -2.251, -1.958)

**Gap between HOMO and LUMO (spin up / spin down)**: 4.302 / 4.300 eV
**2S+1**: 1

=====

Entry x
Computed, not measured: a structure of composition C35H40N2O3PtSSb2, with ωB97M-V with the def2-TZVPD basis set.

Positions of all 84 atoms, in Å:
Pt (0.812, -0.561, 0.277)
O (-1.381, 1.915, -0.184)
C (-1.570, 1.950, -1.579)
C (-0.446, 1.131, -2.252)
O (-0.428, 0.988, -3.466)
O (0.484, 0.666, -1.479)
C (-1.551, 3.404, -2.084)
C (-1.466, 3.725, -3.437)
C (-1.504, 5.049, -3.846)
C (-1.634, 6.072, -2.918)
C (-1.729, 5.759, -1.572)
C (-1.691, 4.433, -1.159)
C (-2.954, 1.341, -1.827)
C (-3.846, 1.260, -0.762)
C (-5.121, 0.744, -0.948)
C (-5.524, 0.305, -2.200)
C (-4.641, 0.394, -3.266)
C (-3.366, 0.910, -3.085)
H (-0.468, 2.167, 0.006)
H (-1.356, 2.937, -4.167)
H (-1.432, 5.281, -4.901)
H (-1.665, 7.104, -3.243)
H (-1.840, 6.544, -0.835)
H (-1.792, 4.196, -0.108)
H (-3.541, 1.597, 0.219)
H (-5.799, 0.688, -0.106)
H (-6.518, -0.098, -2.346)
H (-4.944, 0.061, -4.251)
H (-2.685, 0.972, -3.920)
C (-0.185, -2.213, -3.195)
Sb (1.341, -1.920, -1.771)
C (2.987, -1.172, -2.854)
C (1.857, -3.998, -1.533)
C (3.158, -4.224, -0.827)
C (4.326, -4.356, -1.578)
C (5.558, -4.557, -0.979)
C (5.639, -4.644, 0.403)
C (4.487, -4.521, 1.161)
C (3.243, -4.300, 0.571)
C (2.041, -4.136, 1.456)
Sb (1.724, -2.082, 1.994)
C (3.687, -1.572, 2.587)
C (0.614, -2.278, 3.784)
H (0.249, -2.788, -4.013)
H (-0.531, -1.245, -3.548)
H (-1.002, -2.777, -2.748)
H (3.133, -1.750, -3.766)
H (3.882, -1.223, -2.238)
H (2.758, -0.137, -3.098)
H (1.896, -4.403, -2.546)
H (1.021, -4.481, -1.028)
H (4.259, -4.308, -2.659)
H (6.446, -4.661, -1.588)
H (6.591, -4.813, 0.889)
H (4.548, -4.601, 2.240)
H (2.184, -4.667, 2.399)
H (1.120, -4.507, 1.009)
H (3.988, -2.241, 3.393)
H (3.705, -0.545, 2.942)
H (4.360, -1.695, 1.742)
H (1.266, -2.669, 4.564)
H (-0.207, -2.972, 3.614)
H (0.221, -1.309, 4.078)
C (0.327, 3.618, 2.631)
C (-0.776, 2.626, 2.912)
C (-1.910, 3.091, 3.573)
C (-3.039, 2.306, 3.706)
C (-3.046, 1.038, 3.143)
C (-1.926, 0.524, 2.507)
C (-2.007, -0.830, 1.862)
C (-0.764, 1.308, 2.439)
N (0.434, 0.757, 1.879)
H (0.648, 4.119, 3.545)
H (-0.057, 4.390, 1.958)
H (1.204, 3.187, 2.161)
H (-1.907, 4.105, 3.957)
H (-3.914, 2.683, 4.218)
H (-3.940, 0.426, 3.196)
H (-3.006, -1.247, 1.991)
H (-1.288, -1.532, 2.287)
H (-1.815, -0.768, 0.787)
S (2.664, 1.226, 5.226)
C (1.886, 0.994, 3.847)
N (1.463, 0.809, 2.756)

**Gap between HOMO and LUMO**: 7.088 eV
**2S+1**: 1

=====

What is the stability order? It is entry x, entry w, from most stable to least stable.